# 1
9
Properties=species:S:1:pos:R:3:forces:R:3 method="wB97M-V/def2-TZVPD" spin_multiplicity=1 de_lowest_kj_mol=0.0 e_lumo_ev=0.3790
C -0.026 -0.530 0.612 1.229 -0.079 0.000
O 0.070 0.688 0.022 -0.415 1.034 -0.738
O -0.339 2.248 -1.737 -0.554 4.038 -0.335
O -0.387 -0.281 1.865 -0.813 -1.233 2.455
F -0.825 -1.346 -0.069 -1.298 -0.655 -0.199
F 1.181 -1.115 0.493 0.671 -0.485 0.560
F 1.152 0.497 -2.137 -0.240 -0.404 0.167
S -0.312 0.882 -1.580 0.862 -3.547 0.282
H -0.516 -1.042 2.532 0.559 1.332 -2.192



# 2
31
Properties=species:S:1:pos:R:3:forces:R:3 method="wB97M-V/def2-TZVPD" spin_multiplicity=6 total_charge=-1 de_lowest_kj_mol=0.0 e_lumo_ev="2.8142 / 1.6631"
Ti 0.534 -0.184 -3.117 -0.072 -1.430 0.257
Cl 0.890 1.930 -2.421 0.585 0.790 0.321
C -0.489 -0.054 -4.930 -0.320 0.639 -0.853
C 2.015 -0.680 -4.537 0.586 0.106 -0.634
H 0.035 -0.573 -5.766 -1.335 0.348 0.617
H -1.564 -0.220 -4.900 -0.276 -0.187 -0.192
H -0.357 1.033 -5.133 -0.066 -0.323 0.012
H 1.585 -1.042 -5.506 1.100 -0.084 1.093
H 2.852 -1.290 -4.195 0.172 -0.226 -0.029
H 2.434 0.327 -4.745 -0.098 -0.287 -0.020
Ir 0.131 0.190 -0.113 1.138 -0.477 -1.385
C -1.459 1.215 -0.673 -2.669 2.009 -0.557
C -0.228 -1.531 -0.925 -0.129 -1.313 -1.427
H -1.925 0.838 -1.603 -0.001 0.176 0.197
H -2.189 1.168 0.139 -0.352 -0.103 -0.152
H -1.223 2.288 -0.818 -0.134 -0.463 -0.155
H 0.397 -2.375 -0.509 -1.197 0.464 -0.781
H -1.278 -1.712 -1.386 1.779 -0.137 0.723
C 0.388 0.696 1.636 1.674 0.409 4.400
C 0.549 0.832 2.883 -0.140 0.298 -1.269
C 0.756 1.134 4.248 0.037 1.196 1.869
C -0.170 1.919 5.038 0.158 -0.441 0.279
C -0.035 2.055 6.427 -0.360 -0.490 -0.196
C 1.022 1.481 7.107 0.304 -0.014 -0.179
C 2.036 0.912 6.354 -0.143 -0.421 -0.147
C 1.936 0.754 4.975 -0.371 -0.021 -0.486
H -1.058 2.419 4.651 0.290 -0.480 -0.567
H -0.837 2.485 7.023 0.072 0.259 -0.366
H 1.090 1.453 8.192 -0.115 0.221 -0.155
H 2.860 0.473 6.897 0.350 0.058 -0.211
H 2.788 0.319 4.449 -0.468 -0.076 -0.007



# 3
29
Properties=species:S:1:pos:R:3:forces:R:3 method="wB97M-V/def2-TZVPD" spin_multiplicity=8 total_charge=+2 e_lumo_ev="-10.1411 / -9.9210"
C 0.664 -1.536 0.739 -0.507 -0.717 -1.080
C 1.609 -0.962 -0.443 1.518 -0.032 0.486
C 3.067 -1.672 -0.222 -0.698 0.176 0.862
C 1.875 0.624 -0.380 -0.073 -0.425 -0.844
C 0.550 1.542 -0.443 0.002 0.931 0.744
C -0.042 1.887 1.050 1.236 0.269 -0.308
C -0.579 1.021 -1.462 1.629 1.194 -1.382
O -1.507 0.059 -0.887 3.503 -1.083 -0.075
O -2.784 0.534 -0.884 -5.367 0.753 2.895
C -3.545 -0.552 -0.297 3.152 -5.814 -5.049
O -3.360 -1.686 -0.790 -1.646 5.255 3.326
O -4.449 -0.379 0.826 1.555 0.142 0.277
H -0.311 -1.903 0.228 1.415 0.602 1.135
H 0.411 -0.769 1.548 0.475 -1.104 -1.122
H 1.159 -2.473 1.208 -0.849 1.702 -0.659
H 1.226 -1.214 -1.504 0.401 0.210 1.846
H 3.305 -1.510 0.903 -0.183 -0.233 -1.879
H 3.001 -2.818 -0.365 0.188 1.977 -0.047
H 3.898 -1.183 -0.835 -1.209 -0.884 0.694
H 2.559 0.866 0.522 -1.359 -0.204 -1.330
H 2.490 0.893 -1.328 -0.937 -0.461 1.588
H 0.898 2.570 -0.854 -0.679 -1.774 0.478
H 0.644 1.366 1.819 -1.453 0.790 -1.081
H 0.055 3.026 1.246 -0.464 -1.934 -0.305
H -1.130 1.527 1.153 1.174 0.376 0.024
H -0.020 0.461 -2.311 -1.204 0.850 1.338
H -1.115 1.924 -1.953 0.531 -1.681 1.002
H -4.246 -1.117 1.481 -0.414 0.013 -1.674
Eu -4.322 1.473 2.235 0.264 1.107 0.140



# 4
74
Properties=species:S:1:pos:R:3:forces:R:3 method="wB97M-V/def2-TZVPD" spin_multiplicity=5 total_charge=-1 de_lowest_kj_mol=243.8 e_lumo_ev="2.5201 / 2.5200"
Fe -0.979 0.328 -0.180 0.274 1.417 1.168
O -4.083 2.554 1.607 -0.142 0.100 0.343
C -3.010 1.878 1.154 0.384 -0.688 -0.088
O -2.760 1.763 -0.058 0.104 0.217 1.479
C -2.201 1.306 2.273 0.097 0.552 -0.764
C -2.607 1.297 3.603 -0.372 1.208 0.974
C -1.667 0.874 4.572 1.568 -1.169 -0.933
C -0.410 0.344 4.150 -1.996 0.921 2.203
C -0.141 0.373 2.802 1.125 -0.993 -2.290
N -1.010 0.863 1.898 -1.744 0.666 -2.347
C 0.956 -0.325 2.234 -1.493 1.261 0.625
O 1.749 -0.914 2.910 2.446 -1.560 0.124
O 0.999 -0.262 0.776 0.311 -0.080 -0.042
H -4.574 2.942 0.882 0.000 -0.058 -0.536
H -3.490 1.882 3.911 0.362 -0.735 -0.236
H -1.952 0.866 5.609 0.082 0.072 0.277
H 0.356 -0.076 4.802 -0.455 0.196 0.038
C 6.716 4.094 -0.843 -1.052 0.321 0.571
C 5.850 3.655 -1.823 -1.031 0.054 -0.669
C 4.565 3.160 -1.494 1.070 -0.182 -0.224
C 4.166 3.011 -0.149 1.415 0.544 -1.544
C 5.039 3.585 0.773 -0.357 -0.045 1.944
C 6.252 4.206 0.472 0.317 -0.847 -0.810
P 2.687 2.092 0.347 0.309 -0.388 1.577
C 1.505 2.616 -0.863 -0.838 0.647 -1.899
C 0.658 1.771 -1.618 -0.418 0.447 0.170
C -0.557 2.286 -2.172 0.899 -1.849 0.112
C -0.748 3.643 -2.228 -2.418 0.968 -0.820
C 0.249 4.469 -1.796 1.484 1.861 0.477
C 1.345 3.995 -1.086 -0.728 -1.077 0.053
C 3.118 0.374 -0.098 -0.347 0.025 -1.085
C 4.269 -0.005 -0.768 -0.979 -0.443 0.868
C 4.473 -1.323 -1.089 1.169 0.447 -0.665
C 3.590 -2.297 -0.779 -1.063 -1.293 0.739
C 2.414 -1.958 -0.096 -0.242 -0.874 -0.667
C 2.170 -0.629 0.129 -0.277 0.607 1.774
H 7.692 4.359 -1.161 0.836 0.592 0.083
H 6.168 3.821 -2.876 -0.401 -0.648 0.756
H 3.969 2.757 -2.307 -0.248 0.167 0.125
H 4.780 3.477 1.846 0.019 0.295 -0.714
H 6.875 4.672 1.231 -0.203 -0.277 0.031
H 1.024 0.775 -1.852 -0.549 -0.169 0.352
H -1.302 1.560 -2.548 0.567 0.592 -0.031
H -1.722 4.097 -2.635 1.632 -0.877 0.531
H 0.303 5.565 -1.962 -0.722 -0.780 -0.004
H 2.063 4.689 -0.710 0.342 0.383 0.330
H 5.047 0.666 -0.937 1.044 1.230 -0.436
H 5.382 -1.563 -1.605 0.379 -0.247 -0.159
H 3.869 -3.327 -1.006 -0.400 0.162 0.075
H 1.633 -2.681 0.201 0.676 0.411 -0.216
C -5.647 -2.693 -1.629 0.588 0.163 -0.884
C -5.090 -3.462 -0.399 0.500 0.439 -2.012
C -3.520 -3.455 -0.309 -0.567 0.175 1.422
C -3.190 -4.478 0.881 -1.140 0.473 -0.158
C -1.764 -4.935 1.086 0.074 1.397 0.629
C -2.822 -3.845 -1.588 -0.109 -0.772 -1.921
O -3.139 -4.810 -2.284 0.299 0.846 1.167
N -1.778 -3.025 -2.051 0.736 -0.398 -0.484
C -1.357 -1.851 -1.469 -1.908 0.769 2.972
O -0.403 -1.181 -1.842 0.669 -0.398 -1.252
N -2.050 -1.355 -0.367 -0.852 -2.453 -1.368
C -3.138 -2.044 0.171 1.005 2.040 1.110
O -3.747 -1.512 1.110 0.315 -1.121 -1.217
H -6.732 -2.530 -1.519 0.406 -0.122 -0.148
H -5.442 -3.223 -2.606 -0.363 0.235 1.111
H -5.175 -1.692 -1.794 -0.329 -0.600 0.559
H -5.390 -4.481 -0.483 -0.246 -0.911 -0.243
H -5.589 -3.088 0.476 0.540 0.387 0.654
H -3.899 -5.360 0.762 0.941 1.035 0.143
H -3.483 -3.875 1.765 -0.181 -0.613 -0.348
H -1.355 -5.338 0.203 0.578 -0.758 -1.091
H -1.735 -5.660 1.879 0.054 -0.474 0.273
H -1.098 -4.108 1.407 -0.418 -0.235 -0.205
H -1.174 -3.305 -2.844 -1.027 -0.187 0.674



# 5
17
Properties=species:S:1:pos:R:3:forces:R:3 method="wB97M-V/def2-TZVPD" spin_multiplicity=1 smiles="C[C@H]1C[C@H]1CC=O" de_lowest_kj_mol=105.6 e_lumo_ev=1.0634
C -2.370 -0.091 0.076 0.001 -0.094 0.053
C -1.121 0.700 -0.209 -0.116 0.043 -0.145
C -0.054 1.078 0.775 0.028 0.161 0.100
C 0.292 0.222 -0.419 0.152 0.115 -0.088
C 1.084 -1.040 -0.171 -0.088 0.074 0.017
C 2.554 -0.630 -0.234 0.137 0.218 -0.054
O 2.934 0.490 -0.476 -0.035 -0.602 0.144
H -3.205 0.601 0.241 0.109 -0.176 0.064
H -2.290 -0.742 0.951 0.073 0.040 -0.094
H -2.620 -0.705 -0.796 -0.044 0.017 0.166
H -1.313 1.509 -0.911 -0.083 -0.162 -0.013
H 0.332 2.089 0.854 -0.197 -0.043 -0.084
H -0.097 0.553 1.732 0.112 0.022 -0.260
H 0.721 0.732 -1.274 0.126 0.214 0.272
H 0.946 -1.852 -0.901 -0.057 0.180 0.046
H 0.908 -1.483 0.819 -0.012 0.040 -0.152
H 3.299 -1.431 -0.057 -0.105 -0.046 0.030



# 6
12
Properties=species:S:1:pos:R:3:forces:R:3 method="wB97M-V/def2-TZVPD" spin_multiplicity=1 de_lowest_kj_mol=185.9 e_lumo_ev=1.1037
C 0.094 0.190 1.019 0.990 0.404 -0.080
C 0.343 -1.030 0.095 0.210 -0.371 0.602
C 0.570 0.892 -0.299 -0.608 -1.948 0.309
C -0.548 0.493 -1.275 -0.241 -0.940 0.345
C -0.717 -0.818 -0.983 0.660 1.414 -0.396
H 0.854 0.294 1.827 -0.673 -0.141 -0.421
H 0.646 -2.017 0.492 -0.471 0.489 -0.392
H 1.094 1.802 -0.294 0.338 1.265 -0.233
H -1.077 1.113 -1.991 0.179 -0.112 0.173
H -1.352 -1.544 -1.444 -0.269 -0.207 -0.020
O 1.468 -0.268 -0.412 0.123 0.188 -0.145
F -1.152 0.460 1.485 -0.238 -0.041 0.257



# 7
12
Properties=species:S:1:pos:R:3:forces:R:3 method="wB97M-V/def2-TZVPD" spin_multiplicity=1 smiles="O=C(O)CCS" de_lowest_kj_mol=33.7 e_lumo_ev=0.4193
O -1.073 1.354 -2.111 0.459 -0.454 0.528
C -0.764 0.978 -1.009 0.031 0.090 -0.737
O -1.199 1.664 0.071 0.439 -0.921 -0.077
C 0.122 -0.321 -0.797 -0.936 1.646 -0.670
C 0.951 -0.402 0.440 0.298 -0.181 0.892
S 0.035 -0.414 2.015 -0.205 -0.377 0.641
H -1.018 1.077 0.830 -0.211 0.364 0.373
H 0.832 -0.282 -1.633 -0.551 -0.393 -0.128
H -0.609 -1.131 -0.863 0.397 -0.197 -0.238
H 1.569 -1.295 0.423 0.134 -0.039 -0.081
H 1.631 0.459 0.535 -0.259 -0.248 -0.003
H -0.479 -1.687 2.099 0.403 0.710 -0.499



# 8
13
Properties=species:S:1:pos:R:3:forces:R:3 method="wB97M-V/def2-TZVPD" spin_multiplicity=1 de_lowest_kj_mol=533.1 e_lumo_ev="-1.2206 / -0.2655"
C -0.658 -1.575 -0.140 -1.589 -0.215 -1.622
C -1.831 1.906 -0.751 -1.257 -0.537 1.793
C -0.869 -0.267 0.280 1.497 -0.080 -0.475
C -1.222 0.812 -0.412 -0.719 0.183 0.250
C 2.309 -0.389 0.857 2.054 1.763 0.185
Br 1.892 -1.630 -0.418 0.971 -0.576 0.385
Br 3.028 1.220 -0.022 -0.518 -0.212 0.396
H -0.495 -2.321 0.565 0.252 -1.027 1.235
H -0.833 -1.962 -1.142 -0.292 0.388 0.096
H -1.466 2.568 -1.468 0.546 1.019 -1.149
H -2.735 2.213 -0.156 0.775 -0.355 -0.847
H -0.181 -0.093 1.098 -0.211 0.597 0.868
H 3.060 -0.482 1.709 -1.509 -0.948 -1.115